Entry 1:
{"formula": "C27H16N8S6Ti", "method": "ωB97M-V/def2-TZVPD", "symbols": ["Ti", "S", "S", "S", "S", "S", "S", "N", "N", "N", "N", "N", "N", "N", "N", "C", "C", "C", "C", "C", "C", "C", "C", "C", "C", "C", "C", "C", "C", "C", "C", "C", "C", "C", "C", "C", "C", "C", "C", "C", "C", "C", "H", "H", "H", "H", "H", "H", "H", "H", "H", "H", "H", "H", "H", "H", "H", "H"], "positions_angstrom": [[0.28462, -0.38915, 0.33526], [-2.57873, 3.40763, -3.96418], [-2.09379, 4.36505, -1.25975], [-2.57622, 6.32507, -3.43699], [-1.89851, 1.47891, -0.21298], [-2.33688, 0.49447, -3.08097], [1.89558, -2.22663, -0.12086], [1.49656, -0.10104, -1.51012], [-0.91534, -0.96242, -1.22886], [-1.33865, -1.39907, 1.38860], [0.90853, -0.73909, 2.11664], [-2.82138, -3.54234, 2.42965], [3.22721, 3.25760, 1.41646], [1.24814, 1.32502, 0.85038], [4.60010, -3.19650, 7.65096], [2.19644, 1.13788, 1.82406], [2.04399, 0.30586, -3.79112], [1.46452, 0.67428, -2.60028], [4.47141, -1.93152, 5.61846], [2.53029, -2.99658, 6.45728], [2.00615, -0.05358, 2.57071], [2.33740, -1.67957, 4.32523], [-2.34413, 2.20268, -2.73297], [-2.12096, 2.63738, -1.48527], [-1.55765, 0.00591, -1.55194], [2.24491, 3.46279, 0.49662], [-1.58542, -3.31428, 2.80690], [0.45432, -1.81468, 2.82916], [-2.37599, 4.79356, -2.92450], [2.67914, -0.93559, -3.85829], [1.30285, 2.52769, 0.20840], [-0.83719, -2.22785, 2.33672], [1.15320, -2.31480, 3.89247], [5.15729, -2.43979, 6.70818], [-2.61289, -1.63854, 1.01845], [2.72036, -0.52096, 3.66812], [3.11223, -2.20302, 5.47092], [3.18640, 2.11939, 2.04814], [-3.34272, -2.67003, 1.54996], [3.30426, -3.46121, 7.50784], [2.07291, -1.30909, -1.57953], [2.69828, -1.75162, -2.75000], [0.95986, 1.62954, -2.50261], [3.96025, 1.93661, 2.78627], [5.01186, -1.35640, 4.87899], [3.56246, 0.05580, 4.02480], [6.21526, -2.23407, 6.82665], [2.24781, 4.41401, -0.01798], [3.15990, -2.72835, -2.76175], [3.14063, -1.26094, -4.78188], [0.55696, 2.71228, -0.55087], [-3.04977, -0.98268, 0.28077], [-4.37101, -2.82546, 1.25296], [2.85542, -4.07600, 8.28007], [0.78404, -3.19603, 4.39748], [1.47628, -3.23773, 6.43974], [1.99820, 0.96477, -4.64577], [-1.14668, -4.00995, 3.51258]], "atomic_forces_ev_per_a": [[0.3, 0.0, -1.2], [0.1, 0.0, 0.0], [0.1, 0.0, 0.0], [0.2, 0.0, 0.0], [-0.2, -0.3, -0.3], [-0.1, -0.1, -0.2], [-0.2, 0.2, 0.1], [0.0, -0.1, -0.4], [-0.6, -0.2, -0.6], [-0.1, -0.6, 0.2], [0.2, -0.3, 1.1], [0.0, 0.0, 0.0], [0.0, 0.0, 0.0], [0.5, 0.6, 0.4], [0.0, 0.0, 0.0], [-0.2, -0.1, 0.0], [0.0, 0.0, 0.0], [0.1, 0.1, 0.1], [0.0, 0.0, -0.1], [0.0, 0.0, 0.0], [-0.1, 0.0, 0.0], [0.0, 0.0, 0.0], [0.0, -0.1, -0.1], [0.1, 0.2, 0.1], [-0.1, 0.4, 0.5], [0.0, 0.0, 0.0], [0.0, 0.0, 0.1], [0.0, 0.1, 0.1], [-0.4, -0.1, 0.1], [0.0, 0.0, 0.0], [0.0, 0.0, 0.0], [-0.1, 0.2, 0.1], [-0.1, 0.0, 0.0], [0.0, 0.0, 0.0], [0.0, 0.0, -0.1], [0.0, 0.0, 0.0], [0.0, 0.0, 0.0], [0.1, 0.1, 0.0], [0.0, 0.0, 0.0], [0.0, 0.0, 0.0], [0.1, -0.1, -0.1], [0.0, 0.1, 0.0], [0.0, 0.0, 0.0], [0.0, 0.0, 0.0], [0.0, 0.0, 0.0], [0.0, 0.0, 0.0], [0.0, 0.0, 0.0], [0.0, 0.0, 0.0], [0.0, 0.0, 0.0], [0.0, 0.0, 0.0], [0.0, 0.0, 0.0], [0.0, 0.0, 0.0], [0.0, 0.0, 0.0], [0.0, 0.0, 0.0], [0.0, 0.0, 0.0], [0.0, 0.0, 0.0], [0.0, 0.0, 0.0], [0.0, 0.0, 0.0]], "multiplicity": 1, "e_above_lowest_ev": 1.348, "e_lumo_ev": [-1.084, -1.082], "homo_lumo_gap_ev": [5.400, 5.409], "homo_ev": [-6.484, -6.491]}

Entry 2:
{"formula": "C16H27N5OPtS", "method": "ωB97M-V/def2-TZVPD", "symbols": ["Pt", "S", "O", "N", "N", "N", "N", "N", "C", "C", "C", "C", "C", "C", "C", "C", "C", "C", "C", "C", "C", "C", "C", "C", "H", "H", "H", "H", "H", "H", "H", "H", "H", "H", "H", "H", "H", "H", "H", "H", "H", "H", "H", "H", "H", "H", "H", "H", "H", "H", "H"], "positions_angstrom": [[0.02359, -0.51466, 0.05268], [-0.64749, 2.58170, 0.67621], [-0.78738, 1.48806, -0.39954], [0.84108, -1.98396, 1.58536], [1.71223, -0.02585, -1.15245], [6.36538, 0.29156, -0.20788], [-0.75216, -2.56657, -0.73300], [-1.80411, -1.02365, 1.26407], [5.35027, 0.22608, -0.73978], [-2.78429, -1.76268, 0.41727], [-1.44184, -1.74093, 2.51692], [-2.09632, 4.82355, 0.23593], [4.07494, 0.12744, -1.38154], [-2.29653, 3.37774, 0.67881], [-2.17595, -2.25220, -0.89946], [3.95744, 0.05017, -2.76953], [2.68919, -0.02513, -3.32213], [2.92306, 0.08855, -0.60743], [-0.98508, 4.79484, -0.80785], [0.04919, -1.71794, 2.79449], [0.82875, -3.34885, 1.02315], [1.59046, -0.06408, -2.48458], [-0.40634, -3.67563, 0.16592], [0.13999, 3.97818, -0.18567], [-2.74333, -3.11164, -1.27096], [4.84323, 0.05565, -3.39022], [0.58448, -0.10969, -2.88015], [0.84467, 3.55498, -0.89953], [2.98363, 0.16320, 0.46982], [-3.02129, 5.22779, -0.17264], [-0.17572, -4.57474, -0.40702], [-3.62576, -1.11700, 0.17172], [-1.95031, -1.29910, 3.37442], [0.91643, -4.09900, 1.81407], [-1.77738, -2.77246, 2.44813], [0.34180, -0.73218, 3.15595], [2.55318, -0.05793, -4.39332], [-2.17812, -0.11058, 1.49311], [-2.87912, 2.80432, -0.04352], [0.27207, -2.44094, 3.58625], [0.68413, 4.54413, 0.57243], [-1.33416, 4.31117, -1.72193], [-1.79871, 5.44227, 1.08396], [-0.64125, 5.79648, -1.06122], [-2.24557, -1.45824, -1.64199], [-1.26405, -3.91372, 0.79128], [-0.34182, -2.71921, -1.64483], [-3.18841, -2.60530, 0.97667], [1.80277, -1.76142, 1.81320], [-2.74155, 3.28355, 1.66797], [1.71208, -3.42611, 0.38838]], "atomic_forces_ev_per_a": [[-0.8, 1.8, 0.9], [0.0, 0.5, 0.1], [0.2, -1.2, -0.3], [0.3, 0.0, -0.7], [-1.0, -0.8, 0.9], [-0.1, 0.0, 0.0], [0.3, -0.5, -0.5], [1.4, 0.5, -1.0], [0.2, 0.0, 0.1], [-0.3, -0.1, -0.4], [0.3, -0.1, 0.3], [0.1, 0.0, -0.1], [-0.2, 0.0, -0.2], [0.1, 0.1, 0.1], [0.0, -0.1, 0.1], [0.0, 0.0, 0.1], [0.1, 0.1, 0.1], [0.2, 0.1, 0.1], [0.0, 0.0, 0.0], [-0.2, 0.0, 0.2], [-0.1, -0.1, 0.0], [-0.1, 0.1, -0.2], [0.0, 0.1, 0.0], [-0.1, 0.0, 0.0], [-0.1, 0.0, 0.1], [0.0, 0.0, 0.0], [0.0, -0.1, 0.1], [0.0, -0.1, 0.1], [0.0, -0.1, 0.0], [0.0, 0.0, 0.1], [-0.1, -0.1, 0.1], [0.0, 0.1, 0.1], [-0.1, 0.0, -0.1], [0.0, 0.0, 0.0], [-0.1, 0.1, -0.1], [0.1, 0.0, 0.0], [0.0, 0.0, 0.0], [-0.1, 0.0, 0.0], [0.1, -0.1, 0.0], [0.0, 0.0, 0.0], [0.0, 0.0, 0.0], [0.0, 0.0, 0.0], [-0.1, 0.0, 0.0], [0.0, 0.0, 0.0], [0.0, -0.1, -0.1], [0.0, 0.0, 0.0], [0.0, -0.1, 0.0], [0.0, 0.1, 0.1], [0.0, 0.0, -0.1], [0.0, -0.1, 0.0], [0.0, 0.0, 0.1]], "multiplicity": 1, "e_lumo_ev": -6.615, "homo_lumo_gap_ev": 7.616, "total_charge": 2, "homo_ev": -14.231}

Entry 3:
{"formula": "C38H32CrN6OS2", "method": "ωB97M-V/def2-TZVPD", "symbols": ["Cr", "S", "S", "O", "N", "N", "N", "N", "N", "N", "C", "C", "C", "C", "C", "C", "C", "C", "C", "C", "C", "C", "C", "C", "C", "C", "C", "C", "C", "C", "C", "C", "C", "C", "C", "C", "C", "C", "C", "C", "C", "C", "C", "C", "C", "C", "C", "C", "H", "H", "H", "H", "H", "H", "H", "H", "H", "H", "H", "H", "H", "H", "H", "H", "H", "H", "H", "H", "H", "H", "H", "H", "H", "H", "H", "H", "H", "H", "H", "H"], "positions_angstrom": [[0.36148, 0.30295, 0.00252], [0.47763, 2.64641, 0.14588], [2.70698, 0.41421, -0.13135], [-8.36008, -8.97445, -0.14278], [4.39726, 2.39513, 0.30428], [2.47041, 4.33737, -0.22794], [0.24635, -1.66577, -0.07702], [-1.61028, 0.19850, 0.06950], [-4.92177, -3.47870, -0.00524], [-3.33465, -5.02558, -0.10688], [1.74951, 6.57796, 3.40387], [-5.64663, -5.86397, -0.08316], [6.69970, 1.71027, -3.29582], [-2.05411, -1.08844, 0.02102], [-5.23956, -7.20518, -0.13553], [7.99393, 2.19104, -3.14270], [-1.37808, -3.46522, -0.09605], [-3.42561, -1.41918, 0.04184], [5.53894, 1.47426, 0.30616], [1.21223, -2.57885, -0.13430], [4.70043, 3.80983, 0.53080], [7.70317, 2.20839, -0.75716], [-1.04511, -2.10234, -0.05246], [1.55467, 5.48298, -0.22108], [-7.01252, -5.58165, -0.05018], [-4.34864, -0.36015, 0.10892], [2.10378, 3.09273, -0.01428], [2.24264, 7.87074, 3.28068], [2.50907, 8.39291, 2.02442], [8.49542, 2.43647, -1.87383], [-2.51238, 1.17290, 0.13009], [-4.63899, -4.82285, -0.06611], [-3.73429, -2.80098, -0.00759], [-7.95295, -6.59247, -0.06845], [1.79416, 6.33048, 1.00918], [0.96243, -3.94868, -0.17545], [-0.33590, -4.40132, -0.15987], [6.40939, 1.72497, -0.90577], [2.28977, 7.62278, 0.89064], [-3.88501, 0.93191, 0.15012], [-9.76367, -8.74964, -0.11484], [1.52443, 5.81060, 2.27265], [5.91007, 1.47643, -2.18184], [-2.76351, -3.79798, -0.07218], [3.15510, 2.03644, 0.06474], [3.88947, 4.63769, -0.43028], [-6.16494, -8.21649, -0.15378], [-7.53649, -7.92552, -0.12089], [6.31134, 1.50718, -4.28507], [2.49168, 8.03950, -0.09015], [2.88491, 9.40229, 1.92409], [-7.36802, -4.55847, -0.01022], [8.10334, 2.39347, 0.23378], [2.41474, 8.47081, 4.16395], [6.10727, 1.64817, 1.22111], [5.76345, 3.97083, 0.37061], [4.90548, 1.08433, -2.30539], [-5.84353, -3.08167, 0.03618], [8.61138, 2.36959, -4.01261], [-10.22445, -9.73121, -0.14225], [2.22873, -2.20851, -0.15014], [-10.06050, -8.23460, 0.80117], [1.74249, 6.06654, -1.12361], [9.50589, 2.80228, -1.75019], [4.16891, 4.40045, -1.46104], [-5.86854, -9.25594, -0.19363], [4.44983, 4.07581, 1.56197], [1.12332, 4.80696, 2.37272], [-2.13500, 2.18580, 0.16614], [4.05257, 5.69763, -0.25291], [5.16797, 0.45465, 0.31336], [-4.56648, 1.76861, 0.20050], [-4.18078, -7.42163, -0.16107], [-0.57511, -5.45597, -0.19527], [0.53363, 5.11679, -0.24791], [-5.41250, -0.55645, 0.12846], [1.53042, 6.17332, 4.38314], [1.79360, -4.63709, -0.22184], [-9.00351, -6.34165, -0.04214], [-10.08578, -8.17275, -0.98429]], "atomic_forces_ev_per_a": [[1.2, 1.2, 0.0], [-0.1, 0.6, 0.2], [0.6, -0.1, -0.1], [-0.1, -0.2, 0.0], [-0.7, 0.1, -0.1], [0.1, -0.7, 0.1], [-0.1, -1.5, 0.0], [-1.6, -0.1, 0.0], [-0.2, -0.1, 0.0], [0.1, -0.2, 0.0], [0.0, 0.0, 0.0], [-0.3, -0.1, 0.0], [0.0, 0.0, 0.0], [-0.3, 0.1, 0.0], [0.0, 0.2, 0.0], [0.0, 0.0, 0.0], [0.1, 0.3, 0.0], [0.1, 0.1, 0.0], [0.4, -0.2, -0.1], [0.0, 0.2, 0.0], [-0.1, 0.4, 0.0], [0.0, 0.0, 0.1], [0.1, -0.3, 0.0], [-0.2, 0.4, 0.1], [0.3, 0.0, 0.0], [0.2, 0.1, 0.0], [-0.6, 0.7, -0.1], [0.0, 0.0, 0.0], [0.0, 0.0, 0.0], [0.0, 0.0, 0.0], [0.2, 0.0, 0.0], [0.3, 0.2, 0.0], [0.4, -0.3, 0.0], [-0.2, -0.1, 0.0], [0.1, 0.0, 0.0], [-0.1, -0.2, 0.0], [0.1, 0.1, 0.0], [0.0, 0.1, 0.0], [0.0, 0.0, -0.1], [-0.1, -0.1, 0.0], [-0.1, 0.1, 0.0], [0.0, 0.0, 0.0], [0.0, 0.0, 0.0], [-0.5, 0.4, 0.0], [0.7, -0.6, 0.1], [0.4, -0.1, 0.0], [-0.2, -0.1, 0.0], [0.2, 0.3, 0.0], [0.0, 0.0, 0.0], [0.0, 0.0, 0.0], [0.0, 0.0, 0.0], [0.0, 0.0, 0.0], [0.0, 0.0, 0.0], [0.0, 0.0, 0.0], [-0.1, 0.0, 0.0], [0.0, -0.1, -0.1], [0.0, 0.0, 0.0], [0.0, 0.0, 0.0], [0.0, 0.0, 0.0], [0.0, 0.0, 0.0], [0.0, 0.0, 0.0], [0.0, 0.0, 0.0], [0.0, -0.1, 0.0], [0.0, 0.0, 0.0], [-0.1, 0.1, 0.0], [0.0, 0.0, 0.0], [0.1, -0.1, 0.0], [0.0, 0.0, 0.0], [0.0, 0.0, 0.0], [-0.1, 0.0, 0.1], [-0.1, 0.0, 0.1], [0.0, 0.0, 0.0], [0.0, -0.1, 0.0], [0.0, 0.0, 0.0], [0.0, -0.1, -0.1], [0.0, 0.0, 0.0], [0.0, 0.0, 0.0], [0.0, 0.0, 0.0], [0.0, 0.0, 0.0], [0.0, 0.0, 0.0]], "multiplicity": 5, "e_above_lowest_ev": 0.000, "e_lumo_ev": [-6.754, -6.708], "homo_lumo_gap_ev": [4.873, 4.916], "total_charge": 2, "homo_ev": [-11.626, -11.623]}

| no. | total energy (eV) |
| --- | --- |
| 1 | -128307.4936 |
| 2 | -40594.6205 |
| 3 | -100996.3730 |